# 1
DFT (wB97M-V/def2-TZVPD) results for C26H48EuOP2 as an isolated structure.

Each line ends with the Löwdin charge.
Cartesian coordinates (Å):
Eu -0.427 -0.322 2.024  1.751
C -2.022 -1.027 3.513  -0.303
C -1.623 -2.087 2.618  -0.307
C 0.237 -1.457 3.844  -0.285
C -0.878 -0.595 4.229  -0.255
C -0.222 -2.377 2.867  -0.317
C -3.423 -0.541 3.711  -0.023
H -4.022 -0.645 2.802  0.078
H -3.446 0.507 4.021  0.084
H -3.910 -1.131 4.498  0.107
C -0.813 0.463 5.285  0.009
H -1.694 1.109 5.255  0.088
H 0.075 1.085 5.137  0.077
H -0.757 0.010 6.284  0.113
C 1.584 -1.453 4.489  -0.001
H 1.533 -2.004 5.438  0.109
H 1.919 -0.433 4.688  0.072
H 2.332 -1.935 3.855  0.087
C 0.551 -3.532 2.310  -0.003
H 0.436 -4.413 2.955  0.109
H 1.618 -3.303 2.245  0.088
H 0.202 -3.813 1.313  0.077
C -2.550 -2.956 1.823  0.007
H -2.835 -3.839 2.409  0.114
H -2.083 -3.310 0.900  0.085
H -3.467 -2.426 1.556  0.077
C -0.968 1.592 1.031  -0.179
C -2.093 0.756 1.058  -0.234
C -2.630 0.014 -0.150  -0.152
C -1.510 -0.712 -0.913  -0.163
C -0.397 -1.172 0.025  -0.296
C 0.800 -0.446 0.231  -0.284
C 1.056 0.908 -0.392  -0.159
C -0.132 1.886 -0.204  -0.136
H -3.171 0.711 -0.809  0.134
H -1.089 -0.062 -1.687  0.054
H -3.369 -0.718 0.193  0.096
H -0.780 1.876 -1.089  0.105
H -0.888 2.324 1.827  0.126
H -2.833 0.969 1.825  0.110
H 0.260 2.903 -0.118  0.124
H 1.940 1.333 0.087  0.088
H 1.695 -1.009 0.488  0.111
H 1.284 0.795 -1.463  0.121
H -1.923 -1.582 -1.436  0.123
H -0.332 -2.249 0.143  0.087
P -0.680 1.065 -4.523  0.785
C -0.729 2.921 -4.508  -0.327
C -2.061 0.737 -5.715  -0.316
P 1.670 -0.765 -5.324  0.767
C 0.764 0.824 -5.677  -0.614
C 1.121 -1.744 -6.803  -0.327
C 3.360 -0.269 -5.902  -0.334
H 0.135 3.306 -3.958  0.026
H -1.634 3.254 -3.989  0.028
H -0.725 3.341 -5.521  0.042
H -1.976 1.352 -6.620  0.043
H -3.019 0.947 -5.229  0.030
H -2.043 -0.318 -6.001  0.026
H 3.342 0.135 -6.922  0.041
H 4.024 -1.138 -5.873  0.031
H 3.759 0.493 -5.226  0.027
H 1.444 1.680 -5.564  0.041
H 0.414 0.800 -6.719  0.043
H 1.689 -2.679 -6.849  0.033
H 1.268 -1.192 -7.740  0.040
H 0.061 -1.998 -6.702  0.023
C 2.419 2.985 3.665  -0.065
C 2.035 1.906 2.651  -0.568
C 3.240 0.976 2.449  -0.057
O 0.930 1.216 3.167  -0.326
H 2.696 2.526 4.638  0.087
H 1.561 3.672 3.831  0.084
H 3.279 3.582 3.291  0.088
H 1.744 2.467 1.754  0.108
H 3.558 0.523 3.410  0.083
H 3.016 0.156 1.753  0.051
H 4.098 1.551 2.039  0.095

Output
- max |F| (eV/Å) = 9.69
- spin multiplicity = 7
- total charge = +1
- <S²> = 12.03
- relative energy (zero: lowest compared OMol25 entry of this formula, charge and spin) (eV) = 7.0181
- LUMO (alpha / beta) (eV) = -4.10 / -6.15

# 2
DFT (wB97M-V/def2-TZVPD) results for a 4-piece molecular cluster, C26H48O13 overall.

Each line ends with the Löwdin charge.
Cartesian coordinates (Å):
O 6.334 -2.926 2.235  0.132
C 5.547 -3.795 2.397  -0.371
C 4.381 -3.616 3.363  0.012
C 3.938 -4.664 4.022  0.017
C 4.680 -5.967 3.776  -0.346
O 4.898 -6.741 4.640  0.146
C 5.142 -6.173 2.340  -0.131
C 5.045 -7.586 1.778  -0.020
C 5.974 -7.854 0.602  -0.521
O 5.545 -8.429 -0.332  0.144
O 7.281 -7.444 0.595  0.086
C 5.567 -5.122 1.674  0.066
H 3.922 -2.638 3.497  0.122
H 3.090 -4.596 4.702  0.121
H 5.108 -8.345 2.568  0.137
H 4.026 -7.667 1.376  0.142
H 7.796 -8.249 0.432  0.126
H 5.890 -5.185 0.635  0.138
C 1.777 -2.713 7.982  -0.111
O 0.508 -2.876 7.386  -0.206
C -0.566 -2.712 8.300  -0.197
C -1.759 -2.064 7.625  -0.180
O -1.609 -0.674 7.360  -0.123
C -0.687 -0.288 6.347  -0.177
C -1.119 -0.635 4.935  -0.199
O -0.985 -2.028 4.688  -0.201
C -1.985 -2.537 3.830  -0.107
H 2.006 -3.561 8.637  0.090
H 2.516 -2.673 7.182  0.082
H 1.833 -1.776 8.545  0.088
H -0.263 -2.103 9.158  0.126
H -0.855 -3.708 8.657  0.128
H -2.604 -2.130 8.316  0.128
H -2.055 -2.606 6.725  0.117
H 0.314 -0.663 6.564  0.117
H -0.634 0.802 6.413  0.128
H -0.469 -0.112 4.222  0.120
H -2.152 -0.306 4.782  0.125
H -2.984 -2.241 4.168  0.089
H -1.924 -3.624 3.858  0.089
H -1.823 -2.198 2.800  0.080
C -0.024 2.556 -2.876  -0.108
O -1.171 2.022 -2.247  -0.205
C -1.507 0.724 -2.711  -0.198
C -2.080 -0.125 -1.593  -0.179
O -1.123 -0.579 -0.642  -0.125
C -0.554 0.387 0.235  -0.175
C -1.513 0.931 1.276  -0.202
O -2.439 1.836 0.695  -0.198
C -3.716 1.779 1.294  -0.110
H -0.243 2.815 -3.917  0.081
H 0.264 3.459 -2.338  0.090
H 0.814 1.851 -2.832  0.088
H -0.631 0.219 -3.133  0.126
H -2.264 0.836 -3.498  0.125
H -2.481 -1.036 -2.046  0.128
H -2.918 0.370 -1.102  0.117
H -0.068 1.187 -0.323  0.118
H 0.238 -0.147 0.769  0.127
H -0.944 1.487 2.034  0.126
H -2.029 0.096 1.761  0.107
H -4.081 0.747 1.353  0.087
H -4.403 2.347 0.667  0.089
H -3.696 2.225 2.295  0.088
C -1.584 7.219 -9.869  -0.114
O -1.963 6.063 -9.153  -0.202
C -1.033 4.998 -9.284  -0.199
C -0.939 4.194 -8.001  -0.181
O -0.235 4.840 -6.946  -0.128
C -0.856 5.961 -6.325  -0.177
C -2.064 5.617 -5.475  -0.193
O -3.184 5.297 -6.288  -0.200
C -4.006 4.297 -5.724  -0.109
H -1.686 7.058 -10.948  0.088
H -2.246 8.030 -9.568  0.088
H -0.555 7.512 -9.631  0.087
H -0.039 5.374 -9.546  0.125
H -1.389 4.344 -10.090  0.127
H -0.356 3.296 -8.221  0.127
H -1.919 3.852 -7.668  0.116
H -1.085 6.738 -7.055  0.117
H -0.095 6.373 -5.658  0.127
H -2.338 6.490 -4.868  0.129
H -1.812 4.786 -4.808  0.113
H -3.417 3.426 -5.416  0.082
H -4.712 3.977 -6.489  0.089
H -4.564 4.692 -4.867  0.089

Output
- max |F| (eV/Å) = 2.52
- SMILES = O=C1C=CC(=O)C(CC(=O)O)=C1.COCCOCCOC.COCCOCCOC.COCCOCCOC
- total charge = 0
- relative energy (zero: lowest compared OMol25 entry of this formula, charge and spin) (eV) = 7.6432
- LUMO (eV) = -0.70

# 3
DFT (wB97M-V/def2-TZVPD) results for C26H49BGeN12Ti as an isolated structure.

Each line ends with the Löwdin charge.
Cartesian coordinates (Å):
Ti -15.848 1.997 8.879  1.179
N -17.505 -1.214 13.115  -0.003
C -16.902 -0.763 14.334  -0.268
C -16.082 0.540 14.154  -0.152
N -15.698 0.859 12.744  -0.174
C -14.895 -0.215 12.125  -0.178
C -15.029 -0.433 10.607  -0.164
N -16.255 0.201 10.032  -0.034
C -15.081 2.192 12.597  -0.168
C -16.087 3.289 12.163  -0.142
N -16.632 3.106 10.737  -0.021
H -18.305 -0.625 12.884  0.073
H -17.774 -2.189 13.209  0.091
H -16.267 -1.571 14.686  0.110
H -17.625 -0.590 15.176  0.128
H -15.179 0.504 14.822  0.139
H -16.731 1.342 14.466  0.104
H -15.143 -1.209 12.598  0.128
H -13.821 -0.079 12.280  0.120
H -15.080 -1.479 10.354  0.125
H -14.116 -0.006 10.130  0.105
H -16.943 0.311 10.826  0.104
H -16.681 -0.475 9.379  0.092
H -14.618 2.467 13.550  0.130
H -14.209 2.193 11.918  0.106
H -15.578 4.233 12.221  0.093
H -16.941 3.212 12.859  0.125
H -17.004 4.024 10.423  0.108
H -17.529 2.616 10.832  0.041
C -16.316 5.596 7.598  -0.016
C -17.242 4.534 7.150  -0.282
C -18.303 4.651 6.180  0.030
C -18.824 3.387 6.083  0.016
N -18.137 2.472 6.908  0.050
N -17.167 3.234 7.594  0.000
B -18.336 0.942 7.053  -0.707
N -18.733 0.674 8.472  -0.050
C -19.141 -0.598 8.881  -0.056
C -19.856 -0.458 10.068  0.019
C -19.745 0.944 10.387  -0.343
C -20.402 1.779 11.409  -0.037
N -19.025 1.566 9.440  0.083
N -16.930 0.250 6.780  0.058
C -16.658 -0.962 6.193  -0.025
C -15.294 -1.116 5.985  0.030
C -14.690 0.014 6.582  -0.294
C -13.278 0.421 6.454  -0.023
N -15.656 0.746 7.220  -0.039
N -19.322 0.229 6.049  -0.009
C -19.162 0.135 4.679  -0.107
C -20.352 0.312 4.045  -0.008
C -21.300 0.523 5.095  -0.366
C -22.733 0.798 4.934  -0.038
N -20.695 0.500 6.274  0.127
H -16.866 6.560 7.700  0.113
H -15.858 5.343 8.571  0.057
H -15.581 5.754 6.785  0.108
H -18.719 5.500 5.694  0.116
H -19.738 3.037 5.578  0.142
H -19.040 -1.418 8.157  0.133
H -20.386 -1.249 10.567  0.109
H -21.176 2.437 10.960  0.100
H -20.923 1.206 12.193  0.089
H -19.663 2.450 11.939  0.080
H -17.478 -1.581 5.802  0.144
H -14.823 -1.917 5.414  0.133
H -12.867 -0.368 5.800  0.105
H -13.222 1.386 5.869  0.122
H -12.703 0.536 7.405  0.086
H -18.156 0.072 4.248  0.123
H -20.565 0.136 3.006  0.111
H -23.134 0.377 4.017  0.080
H -23.298 0.303 5.790  0.106
H -22.968 1.878 5.072  0.094
C -11.410 4.635 8.012  -0.181
Ge -12.658 3.863 9.354  0.843
C -13.450 5.394 10.402  -0.188
C -11.553 2.809 10.687  -0.194
C -13.962 2.611 8.506  -0.356
H -10.597 5.165 8.528  0.051
H -12.027 5.337 7.501  0.004
H -11.130 3.857 7.345  0.009
H -12.928 5.567 11.301  0.009
H -14.506 5.172 10.655  -0.016
H -13.438 6.269 9.759  0.023
H -10.500 2.867 10.447  0.025
H -11.828 1.766 10.682  -0.007
H -11.743 3.224 11.668  0.011
H -13.403 1.683 8.430  -0.030
H -14.076 2.955 7.459  0.035

Output
- max |F| (eV/Å) = 3.66
- total charge = +2
- relative energy (zero: lowest compared OMol25 entry of this formula, charge and spin) (eV) = 0.0000
- LUMO (eV) = -7.66

# 4
DFT (wB97M-V/def2-TZVPD) results for C26H49BiF6N3O9PS3Si2 as an isolated structure.

Each line ends with the Löwdin charge.
Cartesian coordinates (Å):
Bi 1.975 0.823 -0.104  1.879
F 0.426 6.751 -0.398  0.065
C 0.569 5.427 -0.822  -0.539
F -0.450 5.162 -1.694  0.104
F 1.703 5.332 -1.534  0.102
S 0.565 4.218 0.697  0.628
O 0.717 2.880 0.048  -0.505
O 1.665 4.688 1.502  -0.298
N -0.858 4.509 1.353  -0.313
S -2.245 3.853 0.862  0.640
O -2.814 4.790 -0.087  -0.298
O -2.305 2.412 0.545  -0.316
C -3.320 3.833 2.428  -0.610
F -4.612 3.830 2.062  0.118
F -3.079 2.763 3.223  0.102
F -3.113 4.955 3.173  0.089
C 6.925 2.393 -1.218  -0.197
Si 5.121 2.770 -0.606  0.480
C 4.981 3.828 0.987  -0.177
C 4.161 3.605 -2.079  -0.167
N 4.360 1.184 -0.294  -0.244
C 4.908 -0.014 0.040  -0.367
C 6.248 -0.174 0.554  -0.119
C 6.910 -1.406 0.552  -0.165
C 6.200 -2.566 0.089  -0.153
C 4.978 -2.415 -0.552  -0.122
C 4.190 -1.260 -0.392  -0.334
N 2.802 -1.318 -0.378  -0.210
Si 1.816 -2.852 -0.767  0.518
C -0.073 -2.849 -0.522  -0.185
C 2.478 -3.952 0.646  -0.210
C 2.413 -3.386 -2.480  -0.194
H 7.178 3.127 -1.996  0.000
H 7.022 1.414 -1.633  0.002
H 7.674 2.481 -0.369  0.028
H 5.755 4.550 1.136  -0.005
H 5.058 3.115 1.836  0.028
H 3.980 4.259 0.980  -0.011
H 4.840 4.348 -2.564  0.027
H 3.314 4.116 -1.575  -0.004
H 3.734 2.853 -2.731  0.008
H 6.683 0.693 1.044  0.075
H 7.953 -1.524 0.951  0.078
H 6.670 -3.545 0.229  0.070
H 4.520 -3.193 -1.152  0.051
H -0.242 -2.351 0.399  -0.015
H -0.316 -3.875 -0.366  0.009
H -0.604 -2.400 -1.363  0.012
H 1.882 -4.633 1.276  0.002
H 3.038 -3.232 1.340  0.040
H 3.291 -4.617 0.161  0.034
H 2.540 -2.530 -3.130  0.007
H 1.557 -3.893 -2.905  0.011
H 3.330 -4.032 -2.551  0.032
C 0.482 -1.517 3.570  -0.019
C 0.308 -0.245 2.758  -0.408
C 0.016 1.007 3.565  -0.001
O 0.494 -0.228 1.517  -0.144
H -0.439 -1.736 4.138  0.080
H 1.272 -1.450 4.311  0.076
H 0.744 -2.383 2.877  0.102
H 0.601 0.944 4.538  0.104
H -1.040 1.075 3.814  0.076
H 0.271 1.942 3.045  0.078
O -0.339 0.848 -3.383  -0.361
S 0.728 0.242 -2.564  0.301
O 1.841 1.241 -2.343  -0.466
O 0.278 -0.093 -1.117  -0.555
O 1.115 -0.970 -3.280  -0.357
C -5.815 -3.543 -2.070  -0.174
C -5.179 -3.279 -0.732  -0.565
C -6.316 -3.079 0.349  -0.100
P -3.790 -2.019 -0.875  1.086
C -4.517 -0.684 -1.948  -0.549
C -3.402 0.339 -2.267  -0.133
C -5.844 0.148 -1.664  -0.106
C -3.581 -1.336 0.904  -0.525
C -3.378 -2.419 1.997  -0.129
C -4.539 -0.296 1.431  -0.124
H -6.473 -4.353 -2.014  0.039
H -5.002 -3.723 -2.854  0.101
H -6.504 -2.758 -2.389  0.066
H -4.519 -4.149 -0.462  0.088
H -7.216 -2.587 -0.037  0.064
H -5.980 -2.444 1.138  0.015
H -6.615 -4.073 0.724  0.071
H -4.720 -1.236 -2.873  0.073
H -3.163 0.988 -1.403  0.065
H -3.800 1.085 -3.017  0.093
H -2.529 -0.101 -2.715  0.042
H -6.571 -0.494 -1.185  0.033
H -6.324 0.511 -2.592  0.073
H -5.583 0.976 -1.018  0.056
H -2.608 -0.846 0.753  0.082
H -4.314 -2.682 2.544  0.067
H -3.067 -3.408 1.607  0.066
H -2.616 -2.058 2.709  0.061
H -5.499 -0.367 0.942  0.040
H -4.235 0.714 1.209  0.051
H -4.740 -0.452 2.507  0.081

Output
- max |F| (eV/Å) = 4.61
- total charge = -2
- relative energy (zero: lowest compared OMol25 entry of this formula, charge and spin) (eV) = 0.8881
- LUMO (eV) = 3.90

# 5
DFT (wB97M-V/def2-TZVPD) results for a 5-piece molecular cluster, C26H49Cl2N7P overall.

Each line ends with the Löwdin charge.
Cartesian coordinates (Å):
C 2.484 1.650 2.174  -0.165
C 2.268 0.725 3.425  -0.418
P 2.669 -1.083 3.073  0.977
C 2.044 -2.189 4.451  -0.403
C 0.483 -2.407 4.504  -0.162
C 1.999 -1.604 1.391  -0.387
C 1.540 -3.076 1.168  -0.187
N 0.444 -2.937 0.141  0.116
C -0.239 -1.778 0.592  -0.276
N -1.506 -1.488 0.453  0.100
C -2.068 -0.238 0.987  -0.653
Cl -3.863 -0.519 1.022  0.679
C -1.729 1.040 0.163  -0.646
C -2.686 1.332 -1.047  -0.140
Cl -1.916 2.440 1.339  0.652
N 0.665 -0.903 1.240  0.061
H 3.563 1.767 1.949  0.060
H 2.124 2.664 2.472  0.077
H 1.880 1.358 1.293  0.045
H 1.273 0.872 3.916  0.070
H 3.015 1.050 4.186  0.078
H 2.587 -3.158 4.505  0.071
H 2.314 -1.659 5.398  0.079
H 0.161 -3.229 3.827  0.053
H 0.186 -2.680 5.542  0.077
H -0.112 -1.507 4.233  0.052
H 2.713 -1.278 0.607  0.119
H 1.280 -3.688 2.046  0.067
H 2.364 -3.596 0.644  0.105
H -0.156 -3.750 0.302  0.141
H -2.085 -2.180 -0.038  0.086
H -1.774 -0.171 2.053  0.092
H -0.684 1.093 -0.190  0.098
H -3.365 2.161 -0.772  0.068
H -2.045 1.731 -1.867  0.087
H -3.206 0.442 -1.447  0.051
H 0.302 -0.823 2.196  0.094
C 1.275 -6.986 -1.037  -0.107
C 2.357 -7.821 -0.361  -0.255
C 2.243 -7.831 1.165  -0.177
C 2.467 -6.507 1.748  -0.183
N 2.641 -5.467 2.205  0.163
H 1.350 -5.932 -0.758  0.052
H 1.373 -7.050 -2.121  0.077
H 0.278 -7.344 -0.767  0.079
H 3.340 -7.450 -0.661  0.116
H 2.282 -8.849 -0.720  0.114
H 2.981 -8.524 1.575  0.125
H 1.260 -8.203 1.466  0.125
C -2.842 7.976 -0.024  -0.107
C -3.021 6.582 0.564  -0.260
C -1.710 5.798 0.666  -0.212
C -1.132 5.496 -0.644  -0.224
N -0.682 5.254 -1.672  0.163
H -2.479 7.932 -1.053  0.073
H -3.795 8.507 -0.032  0.075
H -2.134 8.562 0.566  0.078
H -3.745 6.025 -0.037  0.112
H -3.446 6.676 1.567  0.111
H -1.887 4.853 1.181  0.019
H -0.989 6.355 1.269  0.126
C -5.813 -2.530 -4.282  -0.102
C -4.445 -1.864 -4.362  -0.258
C -3.329 -2.702 -3.732  -0.179
C -3.506 -2.866 -2.288  -0.194
N -3.648 -3.003 -1.156  0.146
H -6.134 -2.663 -3.247  0.074
H -6.561 -1.916 -4.784  0.078
H -5.801 -3.509 -4.766  0.080
H -4.492 -0.881 -3.885  0.107
H -4.198 -1.694 -5.413  0.114
H -2.368 -2.214 -3.915  0.121
H -3.281 -3.683 -4.210  0.128
C 2.522 5.442 -2.326  -0.131
C 3.886 6.054 -2.031  -0.264
C 5.027 5.038 -2.121  -0.192
C 4.921 3.997 -1.096  -0.227
N 4.835 3.177 -0.296  0.145
H 2.259 4.678 -1.592  0.059
H 1.749 6.210 -2.294  0.052
H 2.503 4.987 -3.319  0.078
H 3.870 6.514 -1.040  0.112
H 4.075 6.855 -2.750  0.110
H 5.980 5.557 -1.999  0.119
H 5.043 4.579 -3.112  0.121

Output
- max |F| (eV/Å) = 3.15
- total charge = +1
- LUMO (eV) = -2.38